Below is an isolated molecule of C5H13N2O at a distorted geometry, with properties calculated with the ωB97M-V functional and the def2-TZVPD basis.

Each line ends with the Löwdin charge.
Atoms and positions in Å:
C: -1.45158 -0.55422 0.31994  -0.23
N: -0.80273 -1.12023 -0.83036  -0.08
C: 0.12369 -2.25840 -0.51292  -0.23
C: 1.55654 -1.78813 -0.28918  -0.33
O: 1.95947 -0.53673 -0.12313  -0.25
C: -0.67720 0.66880 0.75373  -0.19
N: 0.13044 1.31161 -0.28934  -0.04
C: 0.66234 2.62463 0.11150  -0.03
H: -1.49830 -1.05395 1.29780  0.12
H: -2.43961 -0.28648 -0.02111  0.11
H: -1.49979 -1.52201 -1.45271  0.10
H: 0.14895 -2.90466 -1.40555  0.10
H: -0.31512 -2.81980 0.33679  0.09
H: 2.31466 -2.58632 -0.26206  0.06
H: -0.01610 0.56978 1.62234  0.13
H: -1.34618 1.37234 1.28579  0.13
H: -0.46115 1.42456 -1.11937  0.17
H: 0.95783 0.61348 -0.44895  0.09
H: 1.73809 2.52678 0.04267  0.10
H: 0.28227 3.57104 -0.22213  0.09
H: 0.63348 2.74790 1.20625  0.09

Calculated values
- HOMO-LUMO gap (spin up / spin down) (eV) = 4.59 / 8.30
- lowest unoccupied orbital energy (spin up / spin down) (eV) = 0.5 / 0.5
- <S²> = 0.754
- ΔE to the lowest compared entry with this formula, charge and spin (kcal per mole) = 64.9
- total charge = 0
- F_max (eV Å⁻¹) = 3.04
- E_tot (hartree) = -382.90851
- spin multiplicity = 2